1.
ORCA calculation (ωB97M-V/def2-TZVPD) on a molecular structure, C2H35O16 in a non-equilibrium geometry.

XYZ file:
```
53
Properties=species:S:1:pos:R:3:mulliken_charge:R:1
C 12.35798 -10.14299 -3.30963 -1.278
C 12.94986 -10.28203 -1.92379 2.705
O 12.23809 -9.63832 -0.91335 -1.795
H 13.03930 -10.68660 -3.96414 0.284
H 12.27885 -9.08178 -3.54560 0.592
H 11.39145 -10.63220 -3.43041 1.034
H 13.95715 -9.86683 -1.95675 -2.467
H 13.17313 -11.31149 -1.64369 0.593
O 12.25809 -6.90597 -1.93242 -0.969
H 11.48847 -7.41786 -2.18117 0.533
H 12.76854 -7.49479 -1.37657 0.383
O 13.57063 -8.09480 -0.52116 -0.951
H 14.43424 -8.41493 -0.78179 0.724
H 12.97807 -8.82261 -0.70929 0.833
O 10.60712 -8.42622 -2.13073 -0.610
H 11.28001 -9.03416 -1.82437 -0.451
H 9.79531 -8.93258 -2.10232 0.439
O 10.54733 -11.54151 -4.63021 -0.611
H 10.09242 -10.95621 -5.23578 0.282
H 9.85037 -11.92450 -4.09748 0.314
O 14.66166 -10.27214 -5.23392 -0.570
H 14.38100 -9.42611 -5.58276 0.293
H 14.13521 -10.91452 -5.70977 0.276
O 15.52475 -8.82956 -1.28862 -0.622
H 15.72832 -9.35556 -0.51523 0.284
H 16.37506 -8.51470 -1.59532 0.308
O 15.98529 -11.63192 -1.81043 -0.713
H 15.41586 -12.39994 -1.85664 0.208
H 15.67409 -11.05988 -2.51197 0.437
O 13.69717 -13.23943 -3.10935 -0.588
H 13.03459 -12.55198 -3.04131 0.212
H 13.39493 -13.79368 -3.82885 0.267
O 13.44552 -10.23663 0.77186 -0.737
H 12.71054 -10.25028 1.38493 0.380
H 13.04292 -10.07804 -0.08196 0.366
O 14.68531 -8.07867 -3.49407 -0.823
H 13.73734 -8.16922 -3.59095 0.423
H 14.80642 -7.77082 -2.59585 0.425
O 10.24804 -11.03181 -1.03319 -0.632
H 10.99811 -10.73284 -1.54724 -0.279
H 9.56549 -10.38307 -1.20495 0.352
O 12.34386 -11.56302 -5.65564 -0.785
H 12.35179 -12.48161 -5.92465 0.241
H 11.51409 -11.45631 -5.19055 0.432
O 16.06530 -10.03728 -3.59766 -0.989
H 15.56816 -9.35173 -3.15145 0.358
H 15.55482 -10.23079 -4.38391 0.591
O 11.93583 -12.41420 -0.16559 -0.685
H 11.15483 -12.05458 0.25506 0.353
H 12.11966 -11.81119 -0.88589 0.601
O 11.08070 -8.79616 0.39967 -0.813
H 11.66876 -9.02236 -0.32092 0.495
H 10.31565 -8.41032 -0.02700 0.350
```

## Properties
LUMO in eV: 1.478
Spin multiplicity: 1
Total charge: -1
HOMO-LUMO gap in eV: 6.380

=====

2.
ORCA calculation (ωB97M-V/def2-TZVPD) on a single C4H12N2S molecule in a non-equilibrium geometry.

XYZ file:
```
19
Properties=species:S:1:pos:R:3:mulliken_charge:R:1
C -0.38193 0.80068 0.69132 -0.696
N -0.03434 -0.55118 0.97191 -0.217
C -0.99275 -1.43916 1.67591 -0.441
N -1.10056 -1.14858 3.02012 -0.585
C -0.75347 0.88312 -0.85042 -0.906
C 0.13048 0.06397 -1.76572 -0.358
S 1.66945 0.82578 -1.97737 -0.271
H 0.30834 1.46643 1.14340 0.496
H -1.32940 0.89267 1.41151 0.214
H 0.73641 -0.59533 1.60163 0.211
H -1.97931 -1.59653 1.01000 0.226
H -0.76059 -2.50407 1.71738 0.404
H -1.34308 -1.77888 3.76499 0.255
H -1.85233 -0.40500 3.17425 0.172
H -0.80171 1.92567 -1.08840 0.489
H -1.83765 0.53723 -0.85238 0.262
H -0.54533 0.04732 -2.69598 0.317
H 0.30574 -0.96409 -1.51431 0.325
H 2.31810 -0.19125 -2.48498 0.104
```

## Properties
LUMO in eV: 0.966
Spin multiplicity: 1
HOMO-LUMO gap in eV: 9.592